Arrangement a

Cl2H4Si3 in the gas phase, computed with ωB97M-V/def2-TZVPD.

Summary:
- Highest occupied orbital energy: -0.3107 Eh
- Frontier orbital gap: 7.469 eV

```
9
Cl2H4Si3 | the Open Molecules 2025 dataset | ωB97M-V/def2-TZVPD
Si -0.029 -3.380 -0.721
Si -0.514 0.005 0.854
Si -0.121 -1.099 -1.258
Cl -2.191 -2.262 -1.334
Cl 1.236 0.020 1.832
H -0.530 0.158 -2.049
H 0.105 -4.528 -1.740
H -1.676 -0.413 1.885
H -0.601 1.428 0.657
```

***

Arrangement b

Cl2H4Si3 in the gas phase, computed with ωB97M-V/def2-TZVPD.

Summary:
- Highest occupied orbital energy: -0.3195 Eh
- Frontier orbital gap: 6.514 eV

```
9
Cl2H4Si3 | the Open Molecules 2025 dataset | ωB97M-V/def2-TZVPD
Si 1.139 1.322 0.764
Si -1.300 -0.970 -0.695
Si -1.044 0.627 0.881
Cl 2.087 1.236 -1.103
Cl -0.073 -2.667 0.193
H 1.898 0.131 1.568
H 1.002 2.647 1.245
H -1.168 -0.642 -2.175
H -2.540 -1.683 -0.679
```

***

Which structure is the least stable? The one labeled arrangement a.

***

Arrangement a

CH3NOS in the gas phase, computed with ωB97M-V/def2-TZVPD.

Summary:
- Highest occupied orbital energy: -0.3453 Eh
- Structure (SMILES): C[N+]([O-])=S
- Frontier orbital gap: 8.666 eV

```
7
CH3NOS | the Open Molecules 2025 dataset | ωB97M-V/def2-TZVPD
C 0.645 0.082 -0.095
N -0.828 -0.126 0.287
O -1.013 -0.742 1.304
S -1.948 0.536 -0.607
H 0.925 -0.635 -0.974
H 1.415 -0.206 0.667
H 0.804 1.092 -0.583
```

***

Arrangement b

CH3NOS in the gas phase, computed with ωB97M-V/def2-TZVPD.

Summary:
- Highest occupied orbital energy: -0.3555 Eh
- Frontier orbital gap: 10.222 eV

```
7
CH3NOS | the Open Molecules 2025 dataset | ωB97M-V/def2-TZVPD
C -0.523 0.463 0.037
N -0.115 -0.821 -0.385
O 2.231 0.230 -0.365
S 1.194 -0.078 0.534
H -0.693 1.312 -0.754
H -1.346 0.605 0.790
H -0.749 -1.712 0.143
```

***

Arrangement c

CH3NOS in the gas phase, computed with ωB97M-V/def2-TZVPD.

Summary:
- Highest occupied orbital energy: -0.3097 Eh
- Structure (SMILES): ONC=S
- Frontier orbital gap: 8.452 eV

```
7
CH3NOS | the Open Molecules 2025 dataset | ωB97M-V/def2-TZVPD
O 1.579 -0.152 0.173
N 0.155 -0.410 0.158
C -0.709 0.582 0.165
S -2.595 0.154 -0.002
H 1.887 -0.420 -0.666
H -0.076 -1.345 -0.233
H -0.240 1.591 0.405
```

***

Arrangement d

2 unconnected molecules or ions with the total composition CH3NOS, computed with ωB97M-V/def2-TZVPD.

Summary:
- Highest occupied orbital energy (alpha / beta): -0.3205 / -0.3205 Eh
- Frontier orbital gap (alpha / beta): 9.124 / 9.124 eV

```
7
CH3NOS | the Open Molecules 2025 dataset | ωB97M-V/def2-TZVPD
C 1.991 -0.819 0.834
N 0.084 0.255 -0.456
O 2.941 -1.037 1.461
S 1.683 -0.177 -0.728
H 0.166 -1.132 1.109
H -0.461 -0.455 -0.946
H -0.147 1.277 -0.547
```

***

Which structure is the least stable? The one labeled arrangement d.

***

Arrangement a

C11H14N2O3 in the gas phase, computed with ωB97M-V/def2-TZVPD.

Summary:
- Highest occupied orbital energy: -0.3442 Eh
- Structure (SMILES): NCC(=O)N[C@@H](Cc1ccccc1)C(=O)O
- Frontier orbital gap: 9.652 eV

```
30
C11H14N2O3 | the Open Molecules 2025 dataset | ωB97M-V/def2-TZVPD
N 0.998 2.244 -0.981
C -0.179 2.729 -0.079
C -1.153 1.646 0.278
O -1.977 1.857 1.105
N -1.193 0.648 -0.580
C -1.242 -0.747 -0.481
C -0.253 -1.326 0.501
C 1.173 -0.930 0.351
C 2.089 -0.877 1.463
C 3.387 -0.606 1.246
C 3.877 -0.403 -0.069
C 3.104 -0.709 -1.141
C 1.755 -0.907 -1.017
C -2.756 -1.195 -0.219
O -3.321 -2.110 -0.774
O -3.424 -0.406 0.567
H 1.449 3.074 -1.386
H 1.636 1.601 -0.505
H -0.552 3.557 -0.699
H 0.305 3.194 0.826
H -0.343 0.719 -1.254
H -1.063 -1.103 -1.517
H -0.650 -1.036 1.581
H -0.413 -2.446 0.378
H 1.587 -0.763 2.392
H 4.066 -0.761 2.068
H 4.873 0.037 -0.260
H 3.453 -0.631 -2.190
H 0.929 -0.728 -1.754
H -2.951 0.271 1.060
```

***

Arrangement b

C11H14N2O3 in the gas phase, computed with ωB97M-V/def2-TZVPD.

Summary:
- Highest occupied orbital energy: -0.3372 Eh
- Structure (SMILES): NCC(=O)N[C@@H](Cc1ccccc1)C(=O)O
- Frontier orbital gap: 9.729 eV

```
30
C11H14N2O3 | the Open Molecules 2025 dataset | ωB97M-V/def2-TZVPD
N -2.848 -2.205 1.417
C -2.662 -0.774 0.988
C -2.507 -0.664 -0.440
O -2.910 -1.565 -1.078
N -1.706 0.330 -1.113
C -0.592 0.991 -0.469
C 0.646 1.095 -1.468
C 1.735 0.451 -0.760
C 2.188 0.866 0.523
C 3.148 0.255 1.300
C 3.647 -0.914 0.732
C 3.292 -1.439 -0.510
C 2.324 -0.679 -1.255
C -1.059 2.343 0.226
O -0.262 3.032 0.890
O -2.330 2.631 -0.081
H -2.787 -2.796 0.583
H -3.778 -2.418 1.785
H -3.623 -0.234 1.313
H -1.954 -0.319 1.634
H -1.458 -0.211 -1.908
H -0.240 0.386 0.517
H 0.407 0.648 -2.452
H 0.977 2.132 -1.802
H 1.656 1.801 0.958
H 3.554 0.756 2.230
H 4.379 -1.422 1.302
H 3.609 -2.497 -0.692
H 1.753 -1.317 -2.041
H -2.601 1.738 -0.330
```

***

Which structure is the least stable? The one labeled arrangement b.